No. 1
# C28H31BrN2OS

A single C28H31BrN2OS molecule (ωB97M-V with the def2-TZVPD basis set, the OMol25 dataset).

Geometry (Å):
H1 8.39270 -1.50791 -2.39482
H2 9.51045 -0.72894 -0.33765
H3 4.18501 0.94607 -1.24203
H4 -5.60762 1.73415 1.46069
C1 5.70027 -1.37140 2.24430
S1 -0.71647 -0.41650 -2.56157
C2 -3.45174 -2.08122 -0.09708
H5 -3.97453 0.27774 2.59495
Br1 -6.14589 -1.59033 0.68106
H6 -4.81903 3.45482 -0.12681
H7 6.35505 -1.55347 3.09821
O1 1.86129 3.02184 -1.25085
C3 7.79132 -1.03795 0.89536
C4 -3.63484 1.02800 1.89577
H8 -0.28638 0.18205 0.03866
H9 -1.33660 1.78098 -1.85004
H10 4.55906 0.12212 3.33856
H11 5.91921 0.75666 2.39738
H12 -0.13290 3.21168 -0.02933
H13 4.82643 -2.23655 -0.16370
H14 2.92446 -1.10746 1.90941
C5 -2.28788 -1.82715 -0.79962
N1 4.24124 0.33419 1.24739
C6 4.31401 1.69778 0.76886
H15 1.35017 -1.00328 0.19772
C7 -3.35652 0.01654 -1.91576
H16 -5.39771 0.37799 -1.38397
C8 5.09774 0.03775 2.38089
C9 -4.10916 2.81004 0.37065
C10 -0.35662 2.27259 0.47487
N2 1.57563 0.96034 -0.38386
C11 6.53877 -1.91854 -1.40450
C12 -4.52233 -0.23036 -1.21910
H17 4.28786 2.71022 -1.12943
H18 5.36174 2.00345 0.80536
C13 -2.23455 -0.77030 -1.69597
H19 -1.57220 0.53620 2.14859
H20 0.20087 2.24392 1.41428
H21 2.30124 0.54879 2.08579
C14 8.48172 -1.05743 -0.30338
H22 -2.41370 3.71921 -0.56454
C15 -2.28393 1.17353 1.64154
C16 6.47006 -1.46031 0.95894
C17 -0.40153 1.22574 -1.83060
H23 2.86363 -0.66648 -0.64712
C18 -4.55265 1.84680 1.25958
H24 8.28469 -0.69338 1.79379
C19 7.85556 -1.49503 -1.45788
C20 5.85250 -1.90137 -0.20340
H25 4.90403 -2.11673 2.25503
C21 2.88416 -0.12702 1.43105
H26 6.04599 -2.26377 -2.30224
H27 3.73275 2.39496 1.40056
C22 0.12585 1.09773 -0.39991
C23 -4.55427 -1.27193 -0.30702
H28 0.32473 1.72167 -2.46943
C24 3.84247 1.81898 -0.68511
H29 -1.41802 -2.44934 -0.65411
C25 -2.75532 2.95547 0.12011
H30 -3.49888 -2.89490 0.61033
C26 2.15625 -0.27583 0.08997
C27 2.34280 1.99406 -0.80803
C28 -1.82626 2.14152 0.75422
H31 -3.32218 0.81887 -2.63686

## Properties
- E_HOMO (eV) = -8.5
- spin multiplicity = 1
- F_max (eV/A) = 0.5
- E_tot (eV) = -115445.6033
- gap between HOMO and LUMO (Ha) = 0.333

natural (NBO) population analysis, charges in e, atoms 1 to 8: H 0.21; H 0.21; H 0.23; H 0.22; C -0.43; S 0.22; C -0.25; H 0.22

=====

No. 2
# C28H31Cl3MnOSi

A molecular structure, C28H31Cl3MnOSi in a non-equilibrium geometry (ωB97M-V with the def2-TZVPD basis set, the OMol25 dataset).

Geometry (Å):
Cl1 -1.23713 3.63073 1.83480
H1 3.10911 -5.05071 4.78273
H2 1.01552 -2.18476 -2.33032
C1 -0.38088 0.52231 4.31967
C2 -2.25466 -2.57879 1.89666
H3 2.50317 -1.50020 -1.66313
C3 -0.86051 1.45950 5.25608
H4 0.65196 4.18035 -1.90964
C4 -1.30842 -0.32166 3.70698
C5 -3.11368 0.68171 4.93386
C6 -0.70834 1.50045 -1.83584
C7 -4.40390 -4.31477 1.26387
C8 -1.94391 2.24145 -2.16425
Mn1 -0.15576 1.67652 0.88646
C9 0.35811 -2.74658 3.33366
H5 -2.54320 -3.26602 3.88883
C10 1.98239 -3.24307 5.08074
H6 -1.91417 2.82057 -3.10281
O1 0.05309 -1.09468 1.17241
H7 2.14782 -1.36517 -3.38931
C11 1.72616 -4.75184 3.15914
C12 1.69783 -1.32751 -2.38582
H8 -2.78799 1.54808 -2.25019
C13 1.53356 1.03260 -1.33131
C14 2.95708 1.18908 -1.06131
C15 0.51318 2.08835 -1.29666
H9 -1.38440 -0.42663 -4.17644
C16 -3.73972 -3.62108 0.22521
H10 -4.06905 -3.77672 -0.82577
H11 -5.22147 -5.01421 1.02758
C17 0.96678 -2.41738 4.55287
Si1 -0.80829 -1.58469 2.47165
H12 0.65368 -1.49092 5.06342
H13 2.01507 -5.64663 2.59619
C18 -0.39780 0.19298 -2.29353
C19 -2.64161 -2.77153 0.56223
H14 0.68762 0.51088 3.99011
H15 1.65093 3.70518 -0.51166
C20 -1.27347 -0.69106 -3.10906
H16 3.08021 1.74643 -0.12991
C21 -2.67857 -0.22272 3.96390
Cl2 -2.45107 0.84518 1.01409
H17 0.90068 -1.53739 1.08637
H18 -0.91715 -1.72998 -3.08642
H19 -2.16905 2.93349 -1.34969
H20 -4.44353 -4.76045 3.40573
H21 -2.56631 2.26739 6.31650
C22 0.70383 -3.93331 2.66186
C23 -3.98157 -4.18378 2.59008
C24 2.34837 -4.39405 4.36334
C25 0.70224 3.53713 -1.01948
Cl3 2.06946 1.69289 1.87799
H22 3.41270 0.21743 -0.90419
C26 -2.91592 -3.32455 2.87959
H23 -2.28108 -0.68192 -2.67697
H24 2.44813 -2.96750 6.04354
H25 -0.14349 2.17477 5.65307
H26 -2.12290 -2.25144 -0.25063
H27 -4.17148 0.71541 5.14573
C27 0.97008 -0.09357 -1.97335
H28 -3.37439 -0.81250 3.35199
H29 3.47101 1.70003 -1.87587
H30 -0.07465 3.85518 -0.28891
C28 -2.21967 1.53129 5.58823
H31 0.17495 -4.18459 1.73680

## Properties
- E_HOMO (alpha / beta) (eV) = -0.4 / -0.5
- spin multiplicity = 4
- F_max (eV/A) = 2.6
- E_tot (eV) = -108356.4001
- gap between HOMO and LUMO (alpha / beta) (Ha) = 0.179 / 0.180
- total charge = -2

natural (NBO) population analysis, charges in e, atoms 1 to 8: Cl -0.70; H 0.19; H 0.19; C -0.24; C -0.55; H 0.20; C -0.15; H 0.18

=====

No. 3
# C28H31ClN7O7S2Y

A molecular structure, C28H31ClN7O7S2Y (ωB97M-V with the def2-TZVPD basis set, the OMol25 dataset).

Geometry (Å):
C1 -2.13844 1.71397 1.25499
C2 1.58478 -1.65641 -3.11799
Y1 0.11087 -2.15009 -0.05745
N1 2.67841 -1.08741 -2.56866
N2 1.15450 -1.12470 -4.26032
O1 1.79635 -0.86287 -0.47014
H1 -1.49554 -1.43611 -3.59185
H2 -6.40124 3.57328 1.52851
H3 1.34080 1.22657 -2.86895
C3 6.55882 0.42201 0.23331
H4 1.48958 0.24833 -5.77147
C4 2.77120 -0.82303 -1.29530
H5 -1.14788 4.97299 4.41167
C5 -4.42039 2.76312 1.44492
N3 0.91941 -3.31127 3.14527
H6 1.92969 -5.37748 4.08525
H7 0.27766 -1.47031 -6.09132
C6 -1.64349 3.47145 2.97127
C7 -1.47325 3.01469 1.66591
C8 -0.02733 4.89054 1.22343
H8 7.21129 0.44298 -1.81163
H9 -2.26821 2.91050 3.65415
C9 -1.30895 -1.23564 -4.64559
C10 4.27089 -0.21637 0.59883
C11 -1.34370 0.52557 1.87759
C12 -5.56734 0.37721 2.25558
C13 1.71076 0.15638 -4.70870
H10 -6.00786 -0.55911 2.57301
H11 2.89725 -5.75685 2.70798
O2 -3.04728 -5.08709 0.38318
H12 3.43750 -0.40559 1.26128
C14 -6.36369 1.49809 2.07551
C15 5.50053 0.18273 1.09853
C16 0.07507 -1.71966 -5.04865
N4 2.31080 -5.10346 3.19568
H13 7.51786 0.73735 0.62470
C17 -1.36347 0.20625 -0.31758
H14 2.79241 0.11617 -4.59094
H15 -3.97028 3.70213 1.14424
C18 4.09489 -0.38327 -0.77072
C19 -1.01130 4.62842 3.39464
S1 2.34152 -3.78965 0.92269
N5 0.25124 -2.25045 2.52801
O3 -1.13447 0.37600 3.06620
O4 -2.14316 -3.06328 -0.47175
H16 5.01565 -0.28487 -2.69830
C20 -0.65689 3.72728 0.79793
H17 -2.06246 -1.75258 -5.24137
O5 -0.82343 -4.37992 0.87957
H18 -7.42984 1.44167 2.25310
C21 -0.20309 5.34429 2.52030
H19 -0.50330 3.37081 -0.21232
C22 5.16014 -0.14683 -1.63569
H20 0.49582 -1.36366 2.96522
H21 -3.59715 -0.44392 2.17276
H22 -1.41982 -0.16363 -4.81542
C23 1.14528 1.34079 -3.93520
C24 -3.61689 1.64015 1.62226
H23 0.60470 5.43839 0.53608
C25 -5.78701 2.69298 1.66863
C26 -4.19978 0.44513 2.03006
H24 0.06809 1.42935 -4.07544
C27 6.38726 0.25696 -1.13494
N6 -0.96676 -0.30739 0.88353
O6 -1.13082 -0.41576 -1.36792
H25 0.14476 -2.80002 -4.94915
H26 0.28770 6.25031 2.85178
H27 5.63364 0.30821 2.16544
C28 1.80872 -4.07625 2.48518
H28 0.58204 -3.60564 4.04916
H29 -0.75439 -2.37052 2.65916
H30 -2.53370 1.80528 -0.89862
H31 1.61505 2.26639 -4.27264
S2 0.84434 -3.09590 -2.50366
O7 -2.66084 -3.26053 1.82993
Cl1 -2.22238 -3.98215 0.66996
N7 -1.97148 1.40494 -0.16673

## Properties
- E_HOMO (eV) = -8.4
- spin multiplicity = 1
- F_max (eV/A) = 0.5
- E_tot (eV) = -89539.5665
- gap between HOMO and LUMO (Ha) = 0.316

Löwdin population analysis, charges in e, atoms 1 to 8: C -0.26; C -0.70; Y 1.24; N 0.11; N -0.10; O -0.21; H 0.05; H 0.10

=====

Question: Which of these has the highest spin multiplicity?
Answer: C28H31Cl3MnOSi